No. 1
The following is a DFT calculation (ωB97M-V/def2-TZVPD) of C42H43BrN8O5Pd as an isolated structure.

Results
highest occupied orbital energy (alpha / beta)	-6.139 / -7.451	eV
<S²>	2.084
orbital gap (alpha / beta)	6.49 / 7.12	eV
2S+1	3
ΔE to the lowest compared entry with this formula, charge and spin	80.15	kJ/mol

Last column: Mulliken charge in e.
Element x y z (Å)
H1 -2.010 -2.729 -3.482  0.416
H2 -2.173 2.936 -3.491  0.311
H3 2.525 0.084 -4.490  0.271
C1 -1.134 -3.754 2.706  -0.656
H4 5.632 -1.161 -2.059  0.277
H5 -2.159 3.104 -5.264  0.387
C2 -3.333 -2.020 8.421  -0.409
O1 -0.499 2.152 -4.447  -0.599
H6 3.909 -0.912 -4.984  0.290
H7 -5.590 -1.988 1.860  0.516
N1 -4.474 -2.877 3.947  -0.114
C3 3.886 1.862 1.025  -1.382
H8 3.757 2.581 -3.276  0.153
O2 2.733 1.120 0.690  0.659
H9 -3.484 -0.783 4.756  0.472
C4 1.925 0.701 1.707  0.762
N2 0.265 0.175 -0.019  0.578
C5 -2.834 -0.771 8.072  0.119
H10 0.918 -1.593 -4.812  0.253
H11 3.872 -2.889 0.283  0.380
H12 0.980 -3.070 -3.848  0.319
O3 1.512 -2.308 -1.621  -0.535
C6 -2.884 -0.320 6.761  -0.536
H13 -1.129 4.511 0.519  0.484
H14 -1.058 6.817 -0.366  0.401
H15 4.909 -2.404 -3.096  0.392
C7 -4.702 -1.557 -0.043  -1.096
C8 3.275 -0.633 -4.138  -1.008
C9 2.537 -1.965 -2.215  0.626
H16 1.740 0.194 5.054  0.431
C10 -2.220 -3.666 3.548  -0.725
C11 -3.881 -2.825 7.442  -0.305
C12 0.411 3.774 -0.747  0.321
H17 -1.174 -0.600 2.012  0.630
C13 -0.426 4.773 -0.262  -0.529
H18 -2.499 0.659 6.510  0.422
H19 0.240 2.485 0.846  0.476
C14 0.229 1.237 -0.726  -0.509
H20 3.643 2.697 1.687  0.467
O4 2.195 3.128 -2.138  0.102
H21 2.608 -1.650 0.281  -0.012
H22 3.750 4.305 -2.852  0.416
N3 3.688 -1.794 -1.505  0.366
C15 2.307 0.683 3.043  -0.801
N4 -2.408 -2.131 -0.310  -0.089
C16 -3.529 -2.581 1.779  1.288
H23 -0.209 -4.209 3.039  0.467
C17 -1.543 3.125 -4.364  -0.950
C18 -1.004 -1.025 -2.675  0.185
C19 -0.645 0.303 -2.932  0.288
N5 0.320 2.500 -0.159  0.374
C20 -0.927 0.856 -4.199  0.301
C21 0.649 0.246 1.325  -0.566
Br1 -2.072 0.329 9.408  -0.199
C22 -3.431 -1.130 5.779  -0.257
C23 0.475 6.365 -1.801  -0.827
N6 2.609 -1.795 -3.574  0.258
H24 4.646 1.238 1.505  0.436
C24 -4.702 -2.028 1.242  -0.582
H25 3.287 1.033 3.332  0.487
H26 -5.589 -1.132 -0.490  0.419
C25 4.999 -2.053 -2.072  -1.177
C26 1.328 4.105 -1.757  0.866
C27 -1.705 -1.706 -3.677  0.163
C28 -3.434 -3.056 3.145  0.216
H27 4.311 -1.168 0.385  0.385
H28 0.500 7.359 -2.227  0.422
C29 1.429 0.208 4.017  -1.047
H29 2.042 -2.895 -5.258  0.384
H30 2.018 5.637 -3.089  0.454
C30 3.131 3.456 -3.150  -1.120
O5 -0.143 -3.255 0.612  -0.965
H31 -2.515 -1.729 -5.666  0.391
N7 -4.450 -3.298 5.190  -0.930
N8 -0.054 1.241 -2.064  0.600
C31 3.613 -1.881 -0.053  -0.967
H32 5.496 -2.828 -1.484  0.376
C32 0.177 -0.254 3.654  -0.763
H33 3.891 -0.150 -3.389  0.317
C33 -3.928 -2.401 6.107  0.236
H34 -1.757 0.616 -6.143  0.478
C34 -1.157 -3.236 1.400  1.134
Pd1 -0.528 -2.085 -1.082  -0.423
H35 -0.506 -0.646 4.399  0.500
C35 -0.391 6.065 -0.765  -0.813
H36 -3.462 -1.201 -1.790  0.443
H37 0.066 2.132 -2.521  -0.175
C36 -2.400 -2.649 0.959  -0.551
C37 1.329 5.387 -2.297  -0.977
H38 -4.278 -3.802 7.683  0.430
H39 -1.071 4.101 -4.267  0.275
C38 -3.517 -1.607 -0.790  -0.239
H40 -3.293 -2.353 9.448  0.406
C39 -1.994 -1.152 -4.913  -0.836
C40 1.577 -2.370 -4.421  -1.079
H41 2.630 3.682 -4.094  0.378
H42 -2.161 -4.048 4.559  0.431
H43 4.279 2.248 0.087  0.102
C41 -0.199 -0.234 2.316  -0.438
C42 -1.579 0.146 -5.184  -0.402

Cartesian forces (eV/Å) of the 2 atoms listed first:
H 0.00 -0.01 0.00
H -0.02 0.02 0.03

***

No. 2
The following is a DFT calculation (ωB97M-V/def2-TZVPD) of a 2-piece molecular cluster, C5H5N2O4 overall in a non-equilibrium geometry.

Results
highest occupied orbital energy	-3.030	eV
orbital gap	6.30	eV
charge	-1
ΔE to the lowest compared entry with this formula, charge and spin	220.37	kJ/mol

Last column: Mulliken charge in e.
Element x y z (Å)
H1 1.063 0.211 2.287  0.287
C1 -0.604 0.149 -1.804  -1.084
C2 0.086 2.060 -4.102  0.671
O1 -0.241 1.137 -4.675  -0.411
H2 0.692 -2.123 1.844  0.254
O2 0.400 3.021 -3.547  -0.324
H3 1.181 0.768 0.332  0.253
H4 -0.841 0.288 1.989  0.263
O3 -0.969 -0.855 -2.687  -0.326
O4 0.068 -2.774 -0.602  -0.706
C3 0.137 -0.021 1.671  -0.341
H5 -1.048 -0.334 -3.573  0.433
N1 -0.030 -1.466 1.380  -0.327
N2 0.245 0.681 0.425  -0.483
C4 -0.152 -0.315 -0.586  0.514
C5 -0.010 -1.646 -0.060  0.327

Cartesian forces (eV/Å) of the 2 atoms listed first:
H -1.57 -0.28 -0.09
C 0.36 -0.15 0.07

***

No. 3
The following is a DFT calculation (ωB97M-V/def2-TZVPD) of one molecule with the formula C4H5NO in a non-equilibrium geometry.

Results
highest occupied orbital energy	-9.263	eV
orbital gap	10.12	eV
SMILES	CC(=O)C=C=N
ΔE to the lowest compared entry with this formula, charge and spin	197.47	kJ/mol

Last column: Mulliken charge in e.
Element x y z (Å)
C1 -0.670 -0.365 -0.356  -0.809
H1 -0.839 -0.299 -1.492  0.201
O1 0.822 -0.172 1.365  -0.587
H2 0.783 2.186 -0.082  0.286
N1 -1.313 -2.279 1.075  -0.358
C2 0.520 0.223 0.261  0.966
C3 1.108 1.343 -0.655  -1.106
C4 -1.099 -1.323 0.438  0.455
H3 -2.028 -2.254 1.810  0.310
H4 2.127 1.615 -0.768  0.378
H5 0.589 1.325 -1.595  0.264

Cartesian forces (eV/Å) of the 2 atoms listed first:
C 0.26 0.26 -2.20
H -0.27 -0.16 2.24

***

No. 4
The following is a DFT calculation (ωB97M-V/def2-TZVPD) of a 3-piece molecular cluster, C16H17N4PS overall in a non-equilibrium geometry.

Results
highest occupied orbital energy	-7.803	eV
orbital gap	6.25	eV
SMILES	S=[PH2]c1cccc2nccnc12.c1cc[nH]c1.c1cc[nH]c1

Last column: Mulliken charge in e.
Element x y z (Å)
N1 -3.063 -4.249 -3.236  -0.005
H1 -3.707 -3.072 -6.210  0.396
N2 1.702 -4.023 2.027  -0.551
H2 3.906 -1.697 3.774  0.336
N3 1.589 5.538 2.673  0.126
H3 -5.859 -3.218 -4.562  0.385
H4 2.385 1.647 -0.687  0.121
H5 1.812 8.213 0.820  0.375
C1 1.180 -2.969 1.200  0.407
C2 1.569 -1.473 1.271  0.432
P1 1.303 1.423 0.251  0.115
H6 0.240 8.488 3.016  0.378
H7 -0.216 -4.497 0.030  0.278
C3 3.100 -1.982 3.006  -0.198
C4 -0.556 -2.413 -0.882  -0.177
H8 2.745 5.662 0.885  0.354
H9 0.163 2.147 -0.287  0.093
H10 -2.478 -4.620 -2.505  0.241
H11 -4.939 -4.237 -2.218  0.363
H12 0.308 6.088 4.288  0.350
C5 -4.844 -3.505 -4.331  -0.421
C6 0.780 7.604 2.711  -0.399
H13 1.777 4.579 2.927  0.158
C7 0.898 -0.431 0.279  0.249
C8 -3.721 -3.429 -5.191  -0.407
H14 -1.321 -2.761 -1.679  0.083
N4 2.557 -0.959 2.180  -0.343
C9 -4.409 -4.018 -3.133  -0.460
C10 -0.157 -0.902 -0.786  -0.681
H15 -1.601 -4.009 -4.774  0.366
C11 1.600 7.460 1.565  -0.412
S1 1.659 2.198 2.003  -0.416
H16 -0.648 -0.175 -1.512  0.243
C12 -2.636 -3.897 -4.490  -0.434
H17 3.218 -4.219 3.607  0.315
C13 0.794 6.402 3.377  -0.469
C14 2.088 6.176 1.570  -0.451
C15 0.101 -3.390 0.116  -0.223
C16 2.683 -3.477 2.905  -0.116

Cartesian forces (eV/Å) of the 2 atoms listed first:
N -0.01 0.02 -0.01
H 0.01 -0.05 0.11

***

No. 5
The following is a DFT calculation (ωB97M-V/def2-TZVPD) of a 2-piece molecular cluster, C4H5N2P overall in a non-equilibrium geometry.

Results
highest occupied orbital energy (alpha / beta)	-9.677 / -9.310	eV
orbital gap (alpha / beta)	8.00 / 7.00	eV
ΔE to the lowest compared entry with this formula, charge and spin	337.37	kJ/mol

Last column: Mulliken charge in e.
Element x y z (Å)
H1 -3.557 -0.018 0.124  0.092
C1 -0.015 -0.342 -1.786  0.294
H2 1.486 -0.576 0.806  0.329
N1 -1.151 2.865 -0.929  -0.393
H3 0.980 1.098 1.029  0.406
P1 -2.230 -0.471 0.787  -0.002
H4 2.097 0.628 -0.244  0.361
C2 1.230 0.401 0.359  -1.198
C3 0.107 0.596 -0.726  0.146
H5 -1.996 0.876 0.876  0.033
N2 -0.085 -1.080 -2.664  -0.395
C4 -0.585 1.855 -0.849  0.329

Cartesian forces (eV/Å) of the 2 atoms listed first:
H 1.69 -0.94 0.64
C 0.02 0.72 0.32

***

No. 6
The following is a DFT calculation (ωB97M-V/def2-TZVPD) of a 2-piece molecular cluster, CH5IOSi overall in a non-equilibrium geometry.

Results
highest occupied orbital energy	-8.372	eV
orbital gap	8.72	eV
SMILES	C=[SiH]O.I
ΔE to the lowest compared entry with this formula, charge and spin	401.60	kJ/mol

Last column: Mulliken charge in e.
Element x y z (Å)
I1 -3.801 0.136 -0.871  -0.086
H1 0.511 0.455 1.723  0.162
Si1 1.210 -0.055 -0.419  0.483
O1 1.585 -1.604 -0.335  -0.391
H2 1.956 0.054 -1.687  -0.091
C1 0.101 0.715 0.728  -0.743
H3 -2.675 0.695 -0.062  0.075
H4 1.432 -2.201 0.285  0.296
H5 -0.319 1.806 0.639  0.295

Cartesian forces (eV/Å) of the 2 atoms listed first:
I -2.23 -1.08 -1.60
H -0.79 -0.01 -0.20

***

No. 7
The following is a DFT calculation (ωB97M-V/def2-TZVPD) of a 2-piece molecular cluster, C3H3NOS2 overall in a non-equilibrium geometry.

Results
highest occupied orbital energy (alpha / beta)	-6.904 / -7.191	eV
orbital gap (alpha / beta)	6.57 / 6.95	eV
ΔE to the lowest compared entry with this formula, charge and spin	565.32	kJ/mol

Last column: Mulliken charge in e.
Element x y z (Å)
C1 -1.799 1.074 0.651  -0.529
N1 2.220 -2.167 -0.307  -0.383
H1 -2.183 1.753 1.386  0.216
H2 2.461 -1.928 -1.283  0.311
C2 1.338 -2.001 0.495  0.362
H3 -2.514 0.508 0.064  0.275
O1 -0.756 1.585 0.130  -0.181
C3 -0.070 1.577 -0.850  0.535
S1 1.163 1.571 -1.814  -0.306
S2 0.142 -1.971 1.527  -0.299

Cartesian forces (eV/Å) of the 2 atoms listed first:
C -3.70 -1.26 2.35
N -0.18 0.47 -0.16

***

| no. | M (g mol⁻¹) |
| --- | --- |
| 1 | 926.2 |
| 2 | 157.1 |
| 3 | 83.1 |
| 4 | 328.4 |
| 5 | 112.1 |
| 6 | 188.0 |
| 7 | 133.2 |